DFT (ωB97M-V/def2-TZVPD) results for a molecular structure, C27H32BF2Ge2INNiSe.

```
68
Properties=species:S:1:pos:R:3:forces:R:3
Ni -1.4343 1.3838 1.1092 0.10 0.02 -0.06
C -1.5578 -2.8089 1.5546 -0.04 0.01 0.01
C -0.9237 -1.9761 2.6653 0.03 -0.01 0.00
Ge -0.0340 -0.2747 2.0611 -0.03 0.03 -0.04
C 0.7901 0.2363 3.7986 0.00 0.00 0.00
C 1.5227 1.5719 3.8770 0.00 0.00 0.00
C 1.4206 -1.1917 1.0950 0.06 0.00 0.04
C 1.7796 -1.4008 -0.1719 -0.09 -0.01 -0.01
Ge 0.9179 -0.6964 -1.7954 0.07 0.04 0.07
C 0.7975 -2.1784 -3.1175 -0.07 0.00 0.01
C 2.0795 -2.7300 -3.7415 0.02 0.03 0.02
C 1.7410 0.8399 -2.7226 0.01 -0.04 -0.06
C 3.2565 0.9199 -2.8858 0.03 0.01 0.01
C 2.8994 -2.3482 -0.4387 0.03 -0.02 -0.06
C 4.1252 -1.9023 -0.9298 0.01 0.00 0.02
C 5.1503 -2.7967 -1.1986 0.00 -0.01 0.00
C 4.9670 -4.1576 -0.9887 -0.01 0.00 0.00
C 3.7538 -4.6121 -0.4903 0.01 -0.01 -0.01
C 2.7313 -3.7144 -0.2160 -0.01 -0.02 0.00
H -1.9100 -3.7810 1.9139 0.00 0.00 0.01
H -0.8389 -2.9926 0.7518 0.00 0.00 0.00
H -2.4080 -2.2958 1.1009 0.01 0.00 0.01
H -0.1278 -2.5520 3.1515 0.00 0.01 0.01
H -1.6504 -1.7583 3.4569 -0.02 -0.02 -0.01
H 1.4578 -0.5851 4.0823 0.00 0.00 0.00
H -0.0355 0.2196 4.5195 0.00 0.00 0.00
H 2.3991 1.5822 3.2292 0.00 0.00 0.00
H 1.8565 1.7882 4.8968 0.00 0.00 0.00
H 0.8786 2.3931 3.5556 0.00 0.00 0.00
H 2.0366 -1.7272 1.8303 0.00 0.00 -0.02
H 0.1525 -1.7799 -3.9086 -0.01 -0.03 0.00
H 0.2288 -2.9853 -2.6444 0.02 -0.01 -0.01
H 2.6709 -1.9393 -4.2072 -0.01 0.03 -0.01
H 1.8491 -3.4643 -4.5190 0.01 0.00 0.00
H 2.7164 -3.2180 -3.0037 -0.01 0.00 0.00
H 1.3819 1.7383 -2.2212 -0.04 0.01 0.02
H 1.2486 0.8238 -3.7020 0.03 -0.01 -0.01
H 3.7272 1.1714 -1.9349 0.00 -0.05 0.02
H 3.5246 1.7077 -3.5958 0.00 0.00 0.00
H 3.6962 -0.0116 -3.2475 -0.02 0.00 -0.03
H 4.2723 -0.8421 -1.0839 0.01 0.03 0.01
H 6.0975 -2.4281 -1.5739 0.00 0.00 0.00
H 5.7641 -4.8575 -1.2072 0.00 0.00 0.00
H 3.6008 -5.6706 -0.3165 0.00 0.00 0.00
H 1.7811 -4.0700 0.1661 0.00 0.02 0.00
I -3.2254 0.5442 2.5174 -0.05 0.02 -0.01
C -4.5320 2.0790 1.9540 0.07 -0.01 -0.03
C -5.7472 2.2340 2.5485 -0.01 -0.01 0.01
C -6.6035 3.2544 2.0802 -0.01 -0.02 0.03
C -6.2162 4.0306 1.0281 0.01 0.01 -0.02
C -4.9591 3.8495 0.3970 -0.01 0.01 0.00
C -4.5965 4.6125 -0.7364 -0.03 0.01 0.01
C -3.4017 4.3732 -1.3448 0.03 -0.01 -0.01
C -2.5004 3.4159 -0.8263 -0.02 0.01 -0.01
C -2.7451 2.6654 0.3059 -0.04 0.00 0.03
C -4.0489 2.8704 0.8838 0.00 -0.01 0.01
H -6.0584 1.5853 3.3571 0.00 0.00 0.00
H -7.5682 3.4013 2.5496 0.00 0.00 0.00
H -6.8766 4.8007 0.6448 0.00 0.00 0.00
H -5.2856 5.3595 -1.1142 0.00 0.00 0.00
H -3.1247 4.9285 -2.2341 0.00 0.00 0.00
H -1.5700 3.2894 -1.3663 0.01 -0.01 0.00
Se 0.2844 2.6783 0.3350 -0.05 -0.01 0.02
C 1.9824 1.9780 0.5416 0.03 -0.01 -0.04
N 3.0905 1.6515 0.5872 -0.01 0.01 0.03
F -2.0093 -0.8032 -0.9252 0.02 0.00 -0.03
B -1.0816 -0.1621 -1.6357 -0.07 0.01 0.07
F -1.5595 0.7346 -2.5002 -0.01 0.01 0.02
```
Forces are in eV/Å.

## Properties
Charge   -1
DFT total energy   -9688.80893 Ha
Orbital gap (alpha / beta)   7.302 / 7.303 eV

Quick look at the Mulliken charges, all values in e: atom 1 (Ni): -0.22, atom 2 (C): -0.68, atom 3 (C): -1.02, atom 4 (Ge): 0.08, atom 5 (C): -0.89, atom 6 (C): -1.17, atom 7 (C): -0.11, atom 8 (C): 0.98, atom 9 (Ge): -0.69, atom 10 (C): -0.97, atom 11 (C): -0.87, atom 12 (C): -0.18, atom 13 (C): -1.34, atom 14 (C): -0.99, atom 15 (C): 0.22, atom 16 (C): -0.84, atom 17 (C): -0.45, atom 18 (C): -0.70, atom 19 (C): -0.13, atom 20 (H): 0.41, atom 21 (H): 0.04, atom 22 (H): 0.08, atom 23 (H): 0.51, atom 24 (H): 0.61, atom 25 (H): 0.45, atom 26 (H): 0.38, atom 27 (H): 0.29, atom 28 (H): 0.38, atom 29 (H): 0.22, atom 30 (H): 0.35, atom 31 (H): 0.48, atom 32 (H): 0.42, atom 33 (H): 0.21, atom 34 (H): 0.41, atom 35 (H): 0.14, atom 36 (H): 0.19, atom 37 (H): 0.42, atom 38 (H): 0.26, atom 39 (H): 0.40, atom 40 (H): 0.24, atom 41 (H): 0.55, atom 42 (H): 0.39, atom 43 (H): 0.37, atom 44 (H): 0.38, atom 45 (H): 0.33, atom 46 (I): 0.12, atom 47 (C): 0.70, atom 48 (C): -0.67, atom 49 (C): -0.50, atom 50 (C): -0.90, atom 51 (C): 0.66, atom 52 (C): -0.67, atom 53 (C): -1.32, atom 54 (C): 0.91, atom 55 (C): -0.11, atom 56 (C): 0.01, atom 57 (H): 0.38, atom 58 (H): 0.37, atom 59 (H): 0.33, atom 60 (H): 0.33, atom 61 (H): 0.37, atom 62 (H): 0.27, atom 63 (Se): -0.15, atom 64 (C): 0.18, atom 65 (N): -0.62, atom 66 (F): -0.11, atom 67 (B): 0.63, atom 68 (F): -0.12


DFT (ωB97M-V/def2-TZVPD) results for a molecular structure, C27H32BrClIrN2O4 at a distorted geometry.

```
68
Properties=species:S:1:pos:R:3:forces:R:3
Ir -0.4236 0.0270 -0.5775 0.34 0.30 0.07
Cl -2.0298 0.2764 1.1667 -4.99 0.12 -1.60
N -0.3433 2.0682 -0.6531 -0.22 0.57 -0.53
N -0.4626 -2.0118 -0.3880 -0.08 -0.98 -0.91
C -1.2444 2.8480 -1.1194 0.52 -0.05 0.48
C -1.2168 -2.8392 -1.0081 0.56 0.13 0.57
C 0.6780 2.8896 0.0565 -0.15 0.11 0.28
C -0.0821 4.2143 0.2077 -0.18 -0.08 -0.18
C 1.8965 3.0364 -0.8419 -0.01 -0.02 -0.23
C 1.0382 2.2641 1.3878 0.79 1.22 -0.26
H 1.6033 3.0745 -1.8900 -0.01 0.10 -0.14
H 2.5615 2.1878 -0.7159 0.11 -0.12 0.01
H 2.4304 3.9549 -0.5983 0.13 -0.05 0.08
H 0.2225 2.3554 2.0993 0.03 0.14 -0.11
H 1.9313 2.7367 1.7959 0.08 0.34 0.06
H 1.2538 1.2050 1.2542 0.41 0.84 -0.18
C 0.3870 -2.7722 0.5758 -0.19 0.04 0.17
C 0.1899 -4.2060 0.0628 -0.19 0.11 -0.15
C -0.1827 -2.5970 1.9758 -0.24 -0.69 0.40
C 1.8337 -2.3321 0.5114 0.25 0.08 -0.04
H 2.2047 -2.3351 -0.5086 0.08 -0.18 -0.28
H 2.4471 -2.9908 1.1263 0.07 -0.17 -0.03
H 1.9400 -1.3190 0.8921 -0.09 -0.15 -0.05
H -1.2296 -2.8904 2.0148 -0.17 -0.18 -0.08
H -0.1270 -1.5586 2.2861 -0.16 -1.01 0.06
H 0.3806 -3.2092 2.6798 0.06 -0.23 0.04
O -1.0112 -4.1470 -0.7543 0.00 -0.01 0.07
H 0.0250 -4.9319 0.8529 -0.03 0.00 0.08
H 1.0072 -4.5343 -0.5789 0.07 -0.03 -0.10
O -1.1283 4.1530 -0.8045 -0.01 -0.07 -0.07
H 0.5252 5.0915 0.0090 0.03 0.08 -0.05
H -0.5697 4.3066 1.1779 0.00 -0.09 0.02
C -2.4097 2.4480 -1.9541 -0.15 0.05 0.02
C -2.3325 -2.5121 -1.9413 -0.12 -0.05 -0.03
C -2.0805 -1.2502 -2.7120 -0.21 0.07 -0.28
H -3.2331 -2.4056 -1.3327 -0.02 0.04 0.08
H -2.4918 -3.3689 -2.5904 0.03 -0.09 -0.07
C -2.4442 -0.0339 -2.1242 0.06 -0.05 -0.39
C -2.1293 1.1907 -2.7222 -0.23 0.00 -0.43
H -3.0675 -0.0409 -1.2411 0.05 0.03 0.26
C -1.4505 1.2020 -3.9384 -0.18 -0.15 0.33
C -1.1275 -0.0189 -4.5218 0.22 -0.06 0.01
C -1.0006 2.4806 -4.5728 0.00 0.17 -0.07
C -1.3990 -1.2466 -3.9264 -0.11 0.24 0.21
H -0.5783 -0.0124 -5.4547 0.02 0.00 -0.13
C -0.8826 -2.5084 -4.5418 0.02 -0.18 -0.06
H -0.4650 -2.3199 -5.5269 0.03 0.05 -0.10
H -1.6566 -3.2688 -4.6501 -0.04 -0.03 0.01
H -0.0883 -2.9349 -3.9280 0.05 -0.08 0.07
H -1.8046 3.2136 -4.6464 -0.04 0.02 0.01
H -0.6197 2.3067 -5.5754 0.04 -0.05 -0.10
H -0.1977 2.9388 -3.9943 0.06 0.06 0.09
H -2.6691 3.2856 -2.5981 0.02 0.08 -0.07
H -3.2511 2.2987 -1.2749 -0.02 -0.05 0.10
Br -0.1103 2.2151 5.5966 0.39 -0.21 -0.05
C 1.0717 0.7584 5.1385 0.53 -0.17 0.80
C 1.9919 0.4578 6.1512 -0.71 0.19 -0.77
C 2.9358 -0.5443 5.9821 0.37 -0.10 0.46
C 2.9778 -1.2527 4.7911 -0.66 0.20 -0.83
C 2.0753 -0.9645 3.7659 1.26 -0.03 1.64
C 1.0872 0.0330 3.8929 -1.75 0.61 -3.04
C 0.0800 0.3333 2.7846 -1.95 1.36 3.65
O -0.9514 1.0246 3.2473 3.70 -2.14 -1.92
O 0.2254 -0.1610 1.3029 2.86 0.49 4.26
H 1.9761 1.0101 7.0829 -0.14 0.08 -0.10
H 3.6365 -0.7690 6.7758 0.01 0.03 0.07
H 3.7128 -2.0366 4.6604 0.02 -0.08 -0.10
H 2.1669 -1.5617 2.9037 -0.21 -0.30 -0.95
```
Forces are in eV/Å.

## Properties
Charge   -1
DFT total energy   -4596.88430 Ha
Multiplicity   5
Orbital gap (alpha / beta)   3.573 / 5.896 eV

Quick look at the Mulliken charges, all values in e: atom 1 (Ir): 0.17, atom 2 (Cl): -0.40, atom 3 (N): 0.33, atom 4 (N): 0.16, atom 5 (C): 0.82, atom 6 (C): 0.83, atom 7 (C): 1.84, atom 8 (C): -0.77, atom 9 (C): -1.47, atom 10 (C): -2.00, atom 11 (H): 0.23, atom 12 (H): 0.36, atom 13 (H): 0.40, atom 14 (H): 0.74, atom 15 (H): 0.43, atom 16 (H): -0.08, atom 17 (C): 2.03, atom 18 (C): -0.80, atom 19 (C): -1.44, atom 20 (C): -2.09, atom 21 (H): 0.44, atom 22 (H): 0.42, atom 23 (H): 0.16, atom 24 (H): 0.41, atom 25 (H): 0.11, atom 26 (H): 0.43, atom 27 (O): -0.46, atom 28 (H): 0.32, atom 29 (H): 0.36, atom 30 (O): -0.49, atom 31 (H): 0.32, atom 32 (H): 0.39, atom 33 (C): -1.60, atom 34 (C): -1.40, atom 35 (C): 0.58, atom 36 (H): 0.39, atom 37 (H): 0.35, atom 38 (C): -1.51, atom 39 (C): 0.57, atom 40 (H): 0.61, atom 41 (C): 1.43, atom 42 (C): -0.93, atom 43 (C): -1.71, atom 44 (C): 1.18, atom 45 (H): 0.29, atom 46 (C): -1.78, atom 47 (H): 0.44, atom 48 (H): 0.33, atom 49 (H): 0.27, atom 50 (H): 0.33, atom 51 (H): 0.45, atom 52 (H): 0.20, atom 53 (H): 0.40, atom 54 (H): 0.45, atom 55 (Br): -0.24, atom 56 (C): -0.66, atom 57 (C): -0.36, atom 58 (C): -0.59, atom 59 (C): -0.94, atom 60 (C): -0.22, atom 61 (C): 0.74, atom 62 (C): 0.29, atom 63 (O): -0.82, atom 64 (O): -0.85, atom 65 (H): 0.36, atom 66 (H): 0.34, atom 67 (H): 0.36, atom 68 (H): 0.52


DFT (ωB97M-V/def2-TZVPD) results for a molecular structure, C27H32Cl2N2O4Sc at a distorted geometry.

```
68
Properties=species:S:1:pos:R:3:forces:R:3
Sc 1.1055 0.4547 -1.0633 0.70 0.40 0.20
Cl 3.3417 -0.2201 -1.7536 1.49 -4.10 -1.42
N 0.0706 -1.7756 -0.4137 -0.39 -2.03 -1.52
N -0.2722 2.3124 -0.4724 -1.19 1.49 -1.62
C 0.3528 -2.6321 -1.3845 -0.54 2.23 2.05
C -0.8338 2.9720 -1.4791 1.37 -1.87 2.59
C -0.4222 -2.6227 0.7291 0.59 0.00 -0.32
C 0.2333 -3.9665 0.4160 0.43 -0.28 -0.44
C -1.9326 -2.7849 0.6507 -0.42 0.08 -0.12
C -0.0211 -2.0874 2.0898 0.10 -0.14 0.28
H -2.2461 -3.2126 -0.3106 0.08 0.17 0.12
H -2.4267 -1.8191 0.7919 0.03 -0.09 -0.13
H -2.2817 -3.4654 1.4410 0.13 0.15 -0.07
H 0.9785 -1.6609 2.0451 -0.21 -0.02 0.04
H -0.0386 -2.9013 2.8313 -0.07 0.17 -0.11
H -0.7153 -1.3102 2.4292 0.16 -0.07 -0.10
C -0.7442 2.9518 0.8089 0.41 -0.22 -0.57
C -1.6577 4.0698 0.3156 -0.44 0.43 -0.77
C 0.3885 3.5759 1.6045 0.34 -0.02 0.26
C -1.4926 1.9253 1.6393 -0.22 -0.13 0.13
H -2.3256 1.5119 1.0601 0.10 -0.05 0.08
H -1.9035 2.4007 2.5410 0.08 -0.08 -0.11
H -0.8221 1.1146 1.9462 -0.09 0.13 -0.14
H 1.0657 4.1151 0.9386 0.02 -0.09 0.08
H 0.9658 2.8266 2.1509 0.00 0.12 -0.20
H -0.0283 4.2873 2.3334 0.03 -0.17 -0.10
O -1.5901 4.0110 -1.1440 -0.66 0.64 0.18
H -1.3445 5.0787 0.6147 0.07 -0.31 -0.11
H -2.7098 3.9499 0.6012 0.14 -0.12 -0.10
O 0.4770 -3.9035 -1.0319 -0.26 -1.01 0.36
H -0.3851 -4.8566 0.5987 0.05 0.36 -0.06
H 1.1949 -4.1044 0.9293 -0.07 0.15 -0.25
C 0.4814 -2.2180 -2.8240 0.26 0.02 0.66
C -0.6904 2.5820 -2.9159 0.34 0.33 0.27
C -1.2167 1.1437 -3.1021 -1.37 -0.80 0.35
H 0.4044 2.6999 -3.1386 -0.77 -0.58 0.08
H -1.1896 3.3330 -3.5375 -0.14 -0.26 0.11
C -0.4899 0.0804 -2.6043 3.18 1.05 -1.51
C -0.6398 -1.2066 -3.0867 -1.60 0.22 0.15
H 2.7987 1.1184 -1.2233 -1.91 3.95 0.34
C -1.9579 -1.5603 -3.4666 1.27 0.80 0.56
C -2.9076 -0.5179 -3.4915 -0.56 -0.29 -0.49
C -2.2605 -3.0125 -3.5917 -0.56 -0.14 -0.14
C -2.5561 0.8416 -3.4501 1.24 -0.03 0.45
H -3.9764 -0.7832 -3.5246 0.43 0.11 -0.33
C -3.5241 1.9731 -3.5348 -0.52 -0.14 -0.18
H -4.5270 1.5434 -3.6542 0.02 0.49 -0.06
H -3.2686 2.6250 -4.3832 -0.33 -0.13 0.13
H -3.4835 2.5955 -2.6249 -0.15 -0.21 -0.30
H -1.5673 -3.4748 -4.3106 -0.44 -0.03 0.09
H -3.3040 -3.1102 -3.9128 0.21 -0.46 -0.02
H -2.1147 -3.5277 -2.6239 -0.15 0.11 -0.38
H 0.4779 -3.0925 -3.4753 -0.15 -0.02 0.12
H 1.5097 -1.7869 -2.8931 -0.70 0.06 -0.26
Cl 4.9483 -1.3379 6.5787 0.12 -0.15 0.40
C 4.2994 -0.7146 5.1101 -0.71 0.45 -1.41
C 4.2596 0.6716 4.8883 -0.15 -0.31 -0.46
C 3.7325 1.1683 3.6791 -0.13 -0.94 0.22
C 3.2105 0.2923 2.6952 0.41 -0.08 0.79
C 3.3350 -1.0799 2.9218 -0.27 -0.16 0.03
C 3.8214 -1.5968 4.1232 0.40 0.45 0.41
C 2.5681 0.8418 1.4407 0.58 2.53 -1.74
O 3.0258 1.9335 1.0038 -0.80 -2.04 1.72
O 1.5797 0.2019 0.8722 1.30 0.08 2.61
H 4.6376 1.3450 5.6620 -0.11 -0.19 -0.34
H 3.7262 2.2335 3.5007 -0.11 0.04 -0.10
H 3.0395 -1.7669 2.1269 -0.03 0.19 0.26
H 3.8384 -2.6718 4.3139 0.11 0.33 -0.16
```
Forces are in eV/Å.

## Properties
Charge   -1
DFT total energy   -3139.67806 Ha
Orbital gap (alpha / beta)   3.391 / 3.392 eV

Quick look at the Mulliken charges, all values in e: atom 1 (Sc): -1.52, atom 2 (Cl): -0.40, atom 3 (N): 0.47, atom 4 (N): 0.23, atom 5 (C): 0.66, atom 6 (C): 0.60, atom 7 (C): 1.48, atom 8 (C): -0.79, atom 9 (C): -1.44, atom 10 (C): -1.72, atom 11 (H): 0.22, atom 12 (H): 0.27, atom 13 (H): 0.41, atom 14 (H): 0.08, atom 15 (H): 0.39, atom 16 (H): 0.33, atom 17 (C): 1.49, atom 18 (C): -0.76, atom 19 (C): -1.78, atom 20 (C): -1.55, atom 21 (H): 0.45, atom 22 (H): 0.42, atom 23 (H): 0.00, atom 24 (H): 0.45, atom 25 (H): 0.18, atom 26 (H): 0.46, atom 27 (O): -0.40, atom 28 (H): 0.30, atom 29 (H): 0.33, atom 30 (O): -0.44, atom 31 (H): 0.30, atom 32 (H): 0.36, atom 33 (C): -1.33, atom 34 (C): -1.54, atom 35 (C): 0.40, atom 36 (H): 0.33, atom 37 (H): 0.40, atom 38 (C): 1.14, atom 39 (C): -0.14, atom 40 (H): 0.18, atom 41 (C): 1.12, atom 42 (C): -1.58, atom 43 (C): -1.65, atom 44 (C): 1.34, atom 45 (H): 0.19, atom 46 (C): -1.55, atom 47 (H): 0.39, atom 48 (H): 0.30, atom 49 (H): 0.23, atom 50 (H): 0.30, atom 51 (H): 0.43, atom 52 (H): 0.21, atom 53 (H): 0.47, atom 54 (H): 0.11, atom 55 (Cl): -0.25, atom 56 (C): 0.39, atom 57 (C): -0.61, atom 58 (C): -0.38, atom 59 (C): -0.18, atom 60 (C): 0.12, atom 61 (C): -0.74, atom 62 (C): -0.13, atom 63 (O): -0.58, atom 64 (O): 0.77, atom 65 (H): 0.37, atom 66 (H): 0.44, atom 67 (H): 0.57, atom 68 (H): 0.37